Entry 1:
Molecular formula: C7H8CrO5
Method: DFT, ωB97M-V/def2-TZVPD

```
! wB97M-V def2-TZVPD RIJCOSX def2/J DEFGRID3
* xyz 3 4
Cr 0.03237 0.01584 -1.83096
O -0.00922 2.91161 -0.90187
C 0.01613 1.89664 -1.48573
C 0.02712 -1.89143 -1.55552
O -0.01432 -2.90743 -0.95060
C 1.89971 0.02561 -1.48857
O 2.96015 0.01809 -0.98328
C -1.87627 0.00822 -1.54229
O -2.94179 -0.02937 -1.05004
H 0.00059 0.37996 -4.73463
H 0.00249 -0.37767 -4.75792
C 1.03858 -0.67989 2.24829
C -0.02094 -0.01828 1.44819
C -1.06173 0.66571 2.25662
O -0.01946 -0.01521 0.19041
H 0.79894 -0.48925 3.30663
H 2.01828 -0.22016 2.09127
H 1.03437 -1.77006 2.15171
H -1.02437 1.75262 2.13738
H -2.06079 0.23630 2.13980
H -0.79982 0.48814 3.31111
*
```

## Properties
highest occupied orbital energy (alpha / beta) = -24.70 / -23.50 eV
LUMO level (alpha / beta) = -0.540 / -0.696 hartree
⟨S²⟩ = 3.78

Entry 2:
Molecular formula: C12H32B2F8FeO12S4
Method: DFT, ωB97M-V/def2-TZVPD

```
! wB97M-V def2-TZVPD RIJCOSX def2/J DEFGRID3
* xyz 1 6
Fe 0.02488 -0.22461 -0.07894
B -0.14225 1.13981 -2.30818
F 0.84894 1.98341 -2.18511
F -0.87566 1.15094 -3.48181
F 0.40113 -0.10636 -2.13440
F -0.93164 1.29627 -1.26757
B -0.26519 -1.62697 2.39922
F -0.40872 -1.54022 3.72609
F -0.11012 -2.92970 2.01232
F -1.30412 -0.94405 1.75372
F 0.73699 -0.92845 1.91588
O -0.14843 1.44527 1.23557
S -0.09948 2.45081 2.35126
O 1.13737 2.46463 3.14769
O -0.50839 3.93594 1.67508
C -1.68551 4.06362 0.78142
C -2.57149 5.24703 1.20591
C -1.55787 2.21248 3.54624
H -2.35106 3.20998 0.65319
H -1.31420 4.34943 -0.20273
H -2.09619 6.07733 1.72819
H -3.37589 4.89129 1.84972
H -3.07924 5.60363 0.30974
H -2.40067 2.75388 3.11651
H -1.54110 2.79125 4.46975
H -1.76445 1.14280 3.51144
O -1.80849 -1.06877 -0.83638
S -2.98313 -1.16336 -1.69624
O -2.98128 -1.99013 -2.91132
O -4.14895 -1.78284 -0.68115
C -5.25787 -2.48521 -1.27237
C -6.26165 -2.87376 -0.23478
C -3.96855 0.37314 -2.02157
H -5.04252 -3.38722 -1.84517
H -5.85757 -1.93767 -1.99946
H -6.34276 -2.19944 0.61775
H -5.90293 -3.78684 0.24030
H -7.28490 -2.89116 -0.60994
H -3.99108 1.02611 -1.14909
H -4.98581 0.13415 -2.33166
H -3.44253 0.78280 -2.88389
O 4.17159 0.23009 0.84368
S 3.26741 1.13696 0.11712
O 1.90640 0.66089 -0.13718
O 3.10802 2.65895 0.84276
C 4.19901 3.34653 1.34156
C 3.87200 4.41544 2.47664
C 4.02524 1.51454 -1.44419
H 4.81513 3.85695 0.60131
H 4.67091 2.49722 1.83562
H 3.48478 3.85910 3.33026
H 3.33476 5.31468 2.17525
H 4.84783 4.80639 2.76476
H 3.74380 0.61511 -1.99183
H 5.07511 1.60759 -1.16631
H 3.51261 2.35710 -1.90831
O 3.20482 -2.20525 -1.86730
S 2.22314 -2.76233 -0.88856
O 1.05214 -1.98947 -0.51185
O 1.60506 -4.14376 -1.51313
C 2.46252 -5.18507 -1.95837
C 2.01939 -5.98898 -3.23420
C 3.08243 -3.46965 0.67212
H 2.61423 -5.83571 -1.09712
H 3.49082 -4.83183 -2.03533
H 0.94160 -5.85614 -3.32809
H 2.30620 -7.00036 -2.94621
H 2.58301 -5.65753 -4.10631
H 2.57981 -3.23553 1.61056
H 3.99027 -2.88378 0.81599
H 3.45256 -4.49172 0.59164
*
```

## Properties
highest occupied orbital energy (alpha / beta) = -13.64 / -13.63 eV
LUMO level (alpha / beta) = -0.078 / -0.258 hartree
⟨S²⟩ = 8.75

Entry 3:
Molecular formula: C6H13N
Method: DFT, ωB97M-V/def2-TZVPD

```
! wB97M-V def2-TZVPD RIJCOSX def2/J DEFGRID3
* xyz 0 1
C -1.91688 1.99244 0.19593
C -0.91696 1.03844 0.81393
N -0.68496 -0.23170 0.12322
C -1.33063 -1.27423 -0.31044
C 0.33203 0.61512 0.14588
C 1.94956 -2.23419 0.55180
C 1.17208 1.09749 -0.98512
H -2.94929 1.76761 0.48318
H -1.68585 3.00728 0.53811
H -1.84445 1.97848 -0.89664
H -0.97320 0.95826 1.90373
H -0.86020 -1.92141 -1.04145
H 1.14096 -2.86656 0.92656
H -2.28659 -1.51880 0.13444
H 1.76140 -1.19815 0.84738
H 2.90489 -2.57358 0.95803
H 1.97610 -2.29708 -0.54068
H 0.57422 1.50563 -1.81755
H 1.77884 0.27675 -1.38384
H 1.85891 1.87820 -0.64649
*
```

## Properties
highest occupied orbital energy = -6.92 eV
energy above the lowest of the compared OMol25 structures with the same formula, charge and spin = 339.15 kJ/mol
LUMO level = 0.035 hartree

Entry 4:
Molecular formula: C3H3N3O2
Method: DFT, ωB97M-V/def2-TZVPD

```
! wB97M-V def2-TZVPD RIJCOSX def2/J DEFGRID3
* xyz 0 1
O -1.54818 1.09193 -0.15227
C -0.29517 0.37296 0.21238
C 0.99369 0.97405 0.30749
N 2.10749 0.35087 -0.10141
N 2.08645 -0.91597 -0.17607
N 0.90579 -1.64231 0.05802
C -0.22899 -0.96546 0.15171
O -1.30110 -1.88427 0.05741
H -1.56767 2.01554 -0.37999
H 1.06974 2.05568 0.28135
H -2.22205 -1.45304 -0.25862
*
```

## Properties
highest occupied orbital energy = -10.19 eV
energy above the lowest of the compared OMol25 structures with the same formula, charge and spin = 459.40 kJ/mol
LUMO level = -0.022 hartree
structure (SMILES) = Oc1cnnnc1O

Entry 5:
Molecular formula: C24H24N2O3S
Method: DFT, ωB97M-V/def2-TZVPD

```
! wB97M-V def2-TZVPD RIJCOSX def2/J DEFGRID3
* xyz 0 1
C -2.25533 0.24998 2.06169
C -1.20295 1.14001 2.64897
C -0.28339 0.60868 3.54579
C 0.64452 1.40158 4.19436
C 0.64592 2.76805 3.97717
C -0.24187 3.31378 3.07040
C -1.14673 2.51058 2.38189
N -1.97922 3.09200 1.40061
S -1.63071 2.76738 -0.22552
O -2.46800 1.70477 -0.69616
O -1.75463 4.03113 -0.89700
C 0.05932 2.15652 -0.15702
C 0.16350 0.77914 -0.15083
C 1.38870 0.16830 0.07070
C 1.48965 -1.31801 0.22435
O 1.92219 -1.80754 1.25440
N 1.05082 -2.07529 -0.80200
C 0.67085 -1.56492 -2.10072
C 1.14071 -2.52339 -3.19776
C 0.45434 -3.83743 -2.98309
C -0.14455 -4.56306 -3.99977
C -0.79926 -5.74896 -3.71529
C -0.87030 -6.20407 -2.40941
C -0.28247 -5.47773 -1.38846
C 0.38455 -4.29484 -1.66973
C 1.08405 -3.51961 -0.59717
C 2.50310 0.97015 0.29566
C 2.39362 2.34529 0.24198
C 1.16735 2.97306 0.02239
C 1.09222 4.46584 -0.00403
H -2.67028 0.65972 1.14771
H -1.84996 -0.74152 1.86949
H -3.06782 0.14278 2.78189
H -0.30083 -0.45395 3.73658
H 1.35220 0.95711 4.87677
H 1.34207 3.40639 4.50030
H -0.24771 4.38050 2.89059
H -2.04057 4.09640 1.49644
H -0.73278 0.20252 -0.30729
H 1.11509 -0.57688 -2.23908
H -0.42085 -1.46625 -2.16540
H 0.90264 -2.11103 -4.17828
H 2.22553 -2.64683 -3.12969
H -0.09523 -4.19924 -5.01593
H -1.26009 -6.31436 -4.51128
H -1.38739 -7.12495 -2.18533
H -0.33815 -5.83092 -0.36910
H 2.13626 -3.83953 -0.55186
H 0.65130 -3.73063 0.38582
H 3.45353 0.50420 0.50751
H 3.27035 2.95796 0.39230
H 0.14934 4.80002 -0.42451
H 1.91136 4.86858 -0.59716
H 1.19521 4.86005 1.00661
*
```

## Properties
highest occupied orbital energy = -8.85 eV
energy above the lowest of the compared OMol25 structures with the same formula, charge and spin = 52.94 kJ/mol
LUMO level = 0.016 hartree
structure (SMILES) = Cc1ccccc1NS(=O)(=O)c1cc(C(=O)N2CCc3ccccc3C2)ccc1C

Entry 6:
Molecular formula: C9H22N4
Method: DFT, ωB97M-V/def2-TZVPD

```
! wB97M-V def2-TZVPD RIJCOSX def2/J DEFGRID3
* xyz 2 1
C 0.97407 0.09418 0.05157
C -0.81199 0.02729 -0.05327
C 0.80152 -1.48804 -1.76468
C 2.98029 -0.47019 -1.08978
C -0.68691 2.34083 -0.93323
C -2.72168 1.47085 -0.05593
C 2.45489 1.33627 1.73301
C -2.65719 -1.51522 0.05968
C -0.49491 -1.90807 1.38671
N 1.60192 -0.43022 -0.97687
N -1.35598 1.14769 -0.40238
N 1.25418 0.66770 1.18683
N -1.25740 -1.14028 0.41804
H -0.00597 -1.00418 -2.38382
H 1.53034 -2.06223 -2.43686
H 0.39220 -2.15459 -1.04186
H 3.32814 -1.51733 -1.10469
H 3.36952 0.18804 -1.83532
H 3.50894 -0.13162 -0.04808
H -0.22175 2.87909 -0.06764
H -0.00309 2.26868 -1.71981
H -1.46984 2.99561 -1.38525
H -3.42134 0.65484 -0.42096
H -2.76031 1.45472 1.10998
H -2.95747 2.42859 -0.48182
H 2.78199 0.66533 2.55577
H 2.16914 2.42330 2.00801
H 3.23935 1.54015 0.91523
H -2.71853 -2.66463 0.04819
H -2.78391 -1.24560 -1.09023
H -3.43239 -1.13441 0.72532
H -0.71237 -1.51613 2.47100
H 0.62250 -1.90106 1.27093
H -1.00863 -2.89660 1.48331
H 0.47264 0.59723 1.86889
*
```

## Properties
highest occupied orbital energy = -17.26 eV
energy above the lowest of the compared OMol25 structures with the same formula, charge and spin = 260.42 kJ/mol
LUMO level = -0.259 hartree

| no. | M (g mol⁻¹) | total energy (Eh) |
| --- | --- | --- |
| 1 | 224.1 | -1690.734536 |
| 2 | 726.1 | -5084.392102 |
| 3 | 99.2 | -291.029574 |
| 4 | 113.1 | -430.746003 |
| 5 | 420.5 | -1662.395031 |
| 6 | 186.3 | -574.424168 |